{
  "formula": "C23H44Cl2F2InN2O9",
  "method": "ωB97M-V/def2-TZVPD",
  "multiplicity": 1,
  "homo_energy_ev": -5.9,
  "total_charge": -1,
  "homo_lumo_gap_ev": 7.6673,
  "species": ["In", "Cl", "Cl", "F", "F", "O", "O", "O", "O", "O", "O", "O", "O", "O", "N", "N", "C", "C", "C", "C", "C", "C", "C", "C", "C", "C", "C", "C", "C", "C", "C", "C", "C", "C", "C", "C", "C", "C", "C", "H", "H", "H", "H", "H", "H", "H", "H", "H", "H", "H", "H", "H", "H", "H", "H", "H", "H", "H", "H", "H", "H", "H", "H", "H", "H", "H", "H", "H", "H", "H", "H", "H", "H", "H", "H", "H", "H", "H", "H", "H", "H", "H", "H"],
  "positions_angstrom": [[7.142, 1.500, -0.229], [8.270, 2.973, -1.945], [6.830, -0.760, -1.314], [4.468, 4.817, 0.861], [3.664, 0.503, 0.480], [6.854, 4.153, 1.202], [-5.926, 0.579, -6.623], [0.172, -4.847, 2.931], [4.162, 1.860, 2.422], [-0.827, -1.062, 4.049], [-1.683, -0.140, -0.394], [-6.292, 1.723, -2.000], [9.848, 4.436, -3.645], [-5.184, -3.501, 6.850], [5.286, 2.467, 0.221], [8.514, 1.370, 1.404], [-1.497, -2.939, 5.364], [-5.527, 0.853, -2.415], [0.129, -5.016, 1.713], [-5.857, -4.245, 6.138], [10.452, 5.507, -3.599], [-0.625, -4.070, 0.819], [11.125, 6.078, -4.819], [0.556, 0.582, 0.012], [4.394, 1.643, 1.123], [-1.199, 0.389, 1.884], [-2.046, -0.514, 6.028], [-4.313, 1.761, -7.928], [-1.405, -1.468, 5.056], [-5.714, 1.380, -7.532], [0.829, -6.178, 1.061], [-5.505, 0.461, -3.868], [-7.358, -4.135, 6.092], [-5.212, -5.300, 5.280], [-4.578, 0.141, -1.489], [10.548, 6.296, -2.321], [-6.847, 2.017, -8.291], [5.596, 3.835, 0.795], [-0.850, 0.242, 0.427], [1.264, -0.071, 0.530], [-4.126, -5.263, 5.415], [-5.440, -5.114, 4.228], [-4.704, 0.526, -0.472], [-1.581, -0.617, 7.012], [1.332, -6.777, 1.828], [-3.598, 1.224, -7.295], [8.374, 0.531, 2.007], [-5.764, -0.596, -3.972], [0.768, 1.629, 0.240], [-3.547, 0.319, -1.805], [10.085, 7.277, -2.454], [-7.684, -3.332, 6.761], [-7.801, 1.649, -7.897], [-0.570, -0.272, 2.485], [10.974, 5.402, -5.667], [-6.813, 3.103, -8.167], [10.688, 7.049, -5.063], [-0.990, -3.507, 4.577], [-4.134, 1.485, -8.970], [-4.166, 2.835, -7.788], [10.016, 5.763, -1.525], [-6.242, 1.058, -4.416], [-1.901, 0.513, 5.678], [-4.516, 0.654, -4.290], [12.198, 6.178, -4.638], [-1.065, 1.428, 2.195], [8.600, 2.255, 1.951], [-2.247, 0.110, 2.036], [-6.781, 1.753, -9.349], [-7.682, -3.897, 5.075], [-1.419, -4.607, 0.294], [-5.568, -6.290, 5.577], [0.061, -3.609, 0.103], [-1.079, -3.280, 1.427], [-3.119, -0.714, 6.091], [11.595, 6.406, -2.029], [1.580, -5.812, 0.356], [0.664, 0.429, -1.067], [-7.809, -5.073, 6.425], [-2.545, -3.246, 5.398], [0.101, -6.810, 0.547], [-4.795, -0.930, -1.487], [-1.007, -3.150, 6.318]],
  "forces_ev_per_angstrom": [[2.6, -0.4, -0.7], [-1.1, -1.1, 1.3], [0.0, 1.1, 0.7], [3.5, -3.2, -0.3], [2.7, 3.5, 1.4], [-9.3, -1.6, -3.1], [0.3, 1.0, -1.6], [-0.1, -0.3, -1.5], [1.4, -1.6, -8.7], [-0.7, -1.0, 2.3], [0.8, 0.2, 0.7], [0.8, -0.9, -0.5], [1.3, 2.0, -0.4], [-0.9, -0.9, -0.9], [-3.0, 0.9, 3.5], [-0.7, -0.2, 0.0], [0.3, -0.2, -0.5], [-0.8, 0.8, 0.6], [0.0, 0.3, 1.5], [0.9, 1.0, 1.0], [-1.1, -1.8, 0.0], [-0.1, 0.3, 0.4], [-0.1, -0.3, -0.4], [-0.2, -0.2, -0.5], [-1.3, 1.9, 5.1], [-0.2, 0.0, -0.8], [0.1, 0.5, -0.3], [0.2, -0.3, 0.3], [0.7, 0.3, -1.1], [-0.3, -1.1, 1.2], [0.2, -0.2, 0.4], [-0.4, 0.5, 0.2], [-0.1, 0.4, 0.3], [0.5, 0.1, 0.1], [-0.2, 0.4, 0.3], [-0.3, -0.3, 0.3], [-0.4, -0.2, 0.3], [5.2, 0.3, 2.3], [-0.9, -0.1, -0.6], [0.0, 0.3, 0.1], [-0.2, 0.0, 0.0], [-0.1, -0.2, 0.1], [0.1, -0.1, -0.2], [-0.2, -0.1, 0.0], [-0.1, 0.2, -0.2], [-0.2, 0.1, -0.1], [0.1, 1.3, -0.5], [0.2, 0.0, -0.1], [0.2, -0.2, 0.2], [-0.1, -0.3, 0.1], [0.2, 0.1, 0.0], [0.1, -0.2, -0.2], [0.2, 0.1, -0.1], [-0.1, 0.7, -0.5], [0.0, 0.1, 0.2], [0.1, 0.0, -0.2], [0.2, 0.1, 0.1], [-0.1, 0.1, 0.2], [0.0, 0.2, 0.0], [0.0, 0.0, -0.2], [0.1, 0.1, -0.2], [0.2, -0.2, 0.2], [0.0, -0.2, 0.1], [-0.1, -0.3, 0.0], [-0.1, 0.2, 0.0], [0.2, -0.1, 0.1], [-0.4, -1.3, -0.5], [0.2, 0.0, 0.0], [0.1, 0.2, 0.0], [-0.1, -0.2, 0.0], [0.2, 0.0, -0.2], [-0.1, 0.0, -0.2], [-0.1, -0.1, -0.1], [0.1, -0.2, -0.1], [0.1, -0.1, 0.2], [0.0, 0.2, -0.1], [-0.2, -0.1, -0.1], [0.0, 0.0, 0.2], [0.0, 0.0, -0.2], [0.0, 0.0, 0.3], [0.1, 0.1, -0.2], [0.2, 0.0, -0.1], [-0.2, 0.0, 0.1]]
}


{
  "formula": "C23H44Cl3N4O3SSiTm",
  "method": "ωB97M-V/def2-TZVPD",
  "multiplicity": 3,
  "homo_energy_ev": [-3.5, -3.5],
  "homo_lumo_gap_ev": [3.0116, 3.0194],
  "species": ["Tm", "Cl", "Cl", "Cl", "S", "Si", "O", "O", "O", "N", "N", "N", "N", "C", "C", "C", "C", "C", "C", "C", "C", "C", "C", "C", "C", "C", "C", "C", "C", "C", "C", "C", "C", "C", "C", "C", "H", "H", "H", "H", "H", "H", "H", "H", "H", "H", "H", "H", "H", "H", "H", "H", "H", "H", "H", "H", "H", "H", "H", "H", "H", "H", "H", "H", "H", "H", "H", "H", "H", "H", "H", "H", "H", "H", "H", "H", "H", "H", "H", "H"],
  "positions_angstrom": [[-1.378, -0.851, 0.863], [-0.661, -1.585, -1.544], [0.861, -1.959, 1.191], [-3.770, -1.623, 0.553], [0.892, 1.243, 1.584], [-1.399, -3.738, -1.783], [1.304, 0.104, -2.575], [-1.429, 0.878, -0.410], [-1.472, -0.873, 3.038], [-1.160, 2.241, -2.200], [-2.832, -2.536, 3.792], [-0.109, 1.172, 4.088], [1.084, 3.055, 3.514], [-0.386, -4.717, -2.971], [2.762, 1.384, -0.970], [0.594, 1.850, 3.153], [-1.662, 1.213, -3.082], [-3.937, -1.584, 3.805], [3.049, 1.426, -5.437], [-2.946, -3.847, 4.415], [-1.128, 1.849, 4.905], [-3.194, -3.576, -2.278], [2.675, 0.176, -3.291], [-1.656, -2.106, 3.384], [4.232, 2.418, 0.682], [-1.418, -4.538, -0.096], [-1.043, 1.975, -0.901], [3.828, 1.308, -0.049], [2.440, 3.707, -0.294], [-0.824, 3.523, -2.802], [2.059, 2.589, -1.058], [2.481, -1.162, -3.986], [3.529, 3.621, 0.580], [3.019, 1.349, -3.968], [2.448, 0.196, -1.770], [1.432, 3.352, 4.903], [1.160, 2.611, -1.702], [2.641, -0.751, -1.272], [-0.593, 2.744, -0.249], [3.121, 2.272, -3.400], [-2.053, 1.694, -3.979], [-2.360, -4.330, 0.446], [3.090, -1.342, -4.869], [-1.569, 3.757, -3.567], [-1.318, -5.642, -0.162], [2.165, 0.913, -5.849], [4.313, 0.338, 0.091], [-0.800, 4.323, -2.055], [-3.023, -3.782, 5.502], [-3.414, -4.047, -3.241], [1.276, 2.471, 5.522], [-3.515, -2.527, -2.347], [3.806, 4.479, 1.187], [-0.602, -5.798, -2.851], [0.803, 4.169, 5.262], [-3.965, -1.039, 4.754], [2.478, 3.658, 4.957], [-3.861, -4.057, -1.544], [-0.845, 0.532, -3.367], [0.695, -4.574, -2.802], [-4.880, -2.101, 3.621], [-3.778, -0.863, 2.997], [-2.443, 0.623, -2.594], [-2.059, -4.439, 4.188], [5.074, 2.349, 1.366], [3.949, 1.006, -5.927], [1.834, 4.629, -0.362], [1.655, 3.492, 2.790], [-0.587, -4.168, 0.534], [2.976, 2.487, -5.698], [-0.435, 0.260, 3.745], [0.152, 3.490, -3.306], [-3.819, -4.395, 4.069], [-0.835, 1.789, 5.955], [-0.619, -4.457, -4.017], [-0.830, -2.819, 3.270], [2.653, -1.955, -3.248], [-1.257, 2.901, 4.619], [1.411, -1.159, -4.235], [-2.077, 1.322, 4.783]],
  "forces_ev_per_angstrom": [[1.6, 1.3, -1.2], [-0.6, -2.5, -1.2], [-0.1, -0.9, 0.4], [0.1, -0.1, 0.1], [-0.7, 0.3, 1.4], [-0.7, 0.7, 0.8], [-2.9, 1.4, 2.2], [-0.2, 1.0, -0.2], [-0.9, -2.3, 0.8], [-0.3, 0.0, 1.3], [0.7, 0.2, 0.1], [-0.7, -0.2, -0.1], [0.4, -0.2, 0.0], [0.6, -0.1, -0.5], [0.3, 0.5, 0.7], [0.3, -0.1, -1.0], [0.1, -0.7, -0.6], [-0.2, 0.3, 0.1], [-0.3, 0.0, -0.5], [0.0, -0.4, 0.1], [0.4, -0.1, 0.2], [-0.5, 0.2, -0.3], [0.6, 0.7, 0.0], [-0.3, 1.2, -0.1], [-0.3, -0.1, 0.1], [0.4, -0.1, 0.9], [-0.1, 0.1, -0.8], [-0.1, 0.1, -0.4], [-0.4, -0.4, -0.2], [0.4, 0.3, -0.1], [-0.1, 0.3, -0.1], [0.5, -0.2, 0.1], [-0.4, 0.0, -0.3], [0.7, -0.2, 1.0], [0.3, -1.0, -1.7], [-0.1, 0.4, -0.3], [1.2, 0.1, 0.3], [0.3, -0.1, 0.4], [-0.3, -0.2, -0.3], [0.1, -0.2, -0.1], [-0.1, -0.1, 0.1], [0.3, 0.0, -0.4], [0.2, 0.1, 0.0], [0.0, 0.0, 0.3], [0.0, 0.6, -0.1], [0.1, 0.1, -0.5], [0.0, 0.4, -0.1], [0.0, -0.2, -0.1], [0.0, 0.3, 0.0], [0.2, 0.1, 0.0], [0.1, 0.1, -0.1], [0.1, -0.3, 0.0], [0.1, 0.0, -0.1], [0.0, 0.6, 0.1], [0.1, 0.0, 0.2], [-0.1, -0.2, 0.0], [-0.1, 0.0, 0.0], [0.4, 0.2, -0.1], [-0.1, 0.3, 0.1], [-0.4, 0.0, -0.1], [0.2, 0.0, 0.1], [-0.2, -0.3, 0.3], [0.1, 0.2, 0.0], [0.0, 0.1, -0.1], [-0.1, -0.1, -0.1], [-0.2, 0.1, 0.0], [0.5, -0.5, 0.1], [-0.3, -0.3, 0.2], [-0.2, -0.3, -0.3], [0.1, -0.1, -0.4], [0.5, 0.8, 0.2], [-0.1, -0.2, 0.1], [-0.1, 0.2, -0.3], [-0.2, 0.2, 0.1], [0.2, 0.0, 0.4], [-0.1, 0.1, 0.2], [-0.1, -0.1, -0.2], [0.1, -0.3, 0.0], [0.4, -0.4, -0.4], [0.0, 0.1, 0.0]]
}